(1)
{
  "formula": "C54H88F24N21O26S12",
  "method": "wB97M-V/def2-TZVPD",
  "symbols": ["C", "C", "N", "C", "C", "N", "C", "C", "H", "H", "H", "H", "H", "H", "H", "H", "H", "H", "H", "C", "C", "N", "C", "C", "N", "C", "C", "H", "H", "H", "H", "H", "H", "H", "H", "H", "H", "H", "C", "C", "N", "C", "C", "N", "C", "C", "H", "H", "H", "H", "H", "H", "H", "H", "H", "H", "H", "C", "C", "N", "C", "C", "N", "C", "C", "H", "H", "H", "H", "H", "H", "H", "H", "H", "H", "H", "C", "C", "N", "C", "C", "N", "C", "C", "H", "H", "H", "H", "H", "H", "H", "H", "H", "H", "H", "C", "C", "N", "C", "C", "N", "C", "C", "H", "H", "H", "H", "H", "H", "H", "H", "H", "H", "H", "C", "C", "N", "C", "C", "N", "C", "C", "H", "H", "H", "H", "H", "H", "H", "H", "H", "H", "H", "C", "C", "N", "C", "C", "N", "C", "C", "H", "H", "H", "H", "H", "H", "H", "H", "H", "H", "H", "N", "S", "O", "O", "F", "S", "O", "O", "F", "N", "S", "O", "O", "F", "S", "O", "O", "F", "N", "S", "O", "O", "F", "S", "O", "O", "F", "C", "F", "F", "F", "S", "O", "O", "O", "C", "F", "F", "F", "S", "O", "O", "O", "C", "F", "F", "F", "S", "O", "O", "N", "S", "O", "O", "C", "F", "F", "F", "C", "F", "F", "F", "S", "O", "O", "N", "S", "O", "O", "C", "F", "F", "F"],
  "positions_angstrom": [[-7.4020, -4.6511, 1.5740], [-5.9866, -4.1836, 1.0757], [-5.2878, -3.5600, 2.1850], [-5.1599, -4.1793, 3.4106], [-4.4470, -3.2905, 4.2295], [-4.1112, -2.1821, 3.4757], [-4.6161, -2.3742, 2.2148], [-3.3691, -1.0876, 3.9417], [-7.9706, -4.9087, 0.6825], [-7.9296, -3.8637, 2.1311], [-7.4190, -5.5009, 2.2469], [-6.0685, -3.4631, 0.2408], [-5.3923, -5.0195, 0.6633], [-5.4769, -5.1984, 3.5585], [-4.0107, -3.4033, 5.2207], [-4.5371, -1.6464, 1.4189], [-2.4642, -1.0174, 3.3778], [-3.0110, -1.2923, 4.9480], [-4.0143, -0.2296, 3.8666], [5.4476, -4.4185, -4.5471], [6.1242, -3.0978, -4.5428], [5.1935, -1.9994, -4.7780], [4.3595, -1.8914, -5.8618], [3.5965, -0.7366, -5.6702], [3.9610, -0.1998, -4.4791], [4.9481, -0.9968, -3.8898], [3.4681, 1.0167, -3.8947], [6.0828, -5.2398, -4.2490], [5.0385, -4.7603, -5.5113], [4.6503, -4.4720, -3.8018], [6.9255, -2.9952, -5.2759], [6.5578, -2.8513, -3.5366], [4.2685, -2.7474, -6.5111], [2.8811, -0.2785, -6.3148], [5.3330, -0.8090, -2.8909], [3.5903, 1.8592, -4.5758], [4.0260, 1.1893, -2.9638], [2.3892, 0.9536, -3.6603], [-0.6924, 3.3366, -2.4832], [0.4962, 2.4504, -2.3881], [0.7007, 1.8630, -1.0545], [1.1341, 2.5401, 0.0678], [0.9467, 1.6892, 1.1178], [0.4118, 0.4828, 0.6128], [0.2985, 0.6470, -0.7070], [0.1290, -0.7296, 1.4080], [-1.5593, 2.9054, -2.0050], [-0.8421, 3.5905, -3.5447], [-0.4622, 4.2007, -1.8713], [1.4039, 3.0317, -2.6597], [0.3439, 1.6206, -3.0822], [1.4940, 3.5597, 0.0071], [1.1362, 1.7934, 2.1704], [-0.1241, -0.0239, -1.4523], [-0.0624, -0.4378, 2.4410], [0.9823, -1.4475, 1.3584], [-0.7637, -1.2513, 1.0467], [1.0658, -6.7105, -6.3072], [1.4216, -5.2634, -6.1729], [1.5230, -4.8745, -4.7157], [1.8508, -5.7088, -3.6564], [1.7313, -4.9795, -2.5250], [1.4220, -3.6980, -2.8875], [1.3100, -3.6344, -4.2167], [1.1982, -2.5985, -1.9826], [1.0105, -7.1218, -7.3188], [0.1078, -6.9570, -5.8299], [1.8337, -7.3302, -5.8003], [0.6351, -4.6902, -6.6697], [2.3745, -5.0889, -6.6687], [2.0796, -6.7523, -3.7318], [1.9341, -5.2923, -1.5232], [1.0727, -2.7525, -4.7494], [0.2250, -2.7477, -1.5182], [1.2495, -1.6726, -2.5238], [1.9890, -2.6721, -1.2368], [-0.1803, -2.5185, 4.8305], [0.5500, -1.5650, 5.8275], [-0.4105, -0.5695, 6.2771], [-0.7255, 0.5406, 5.5114], [-1.7686, 1.2025, 6.2036], [-1.9727, 0.4712, 7.3482], [-1.1501, -0.5750, 7.3957], [-3.0348, 0.7767, 8.2685], [0.6099, -3.1816, 4.4423], [-0.5909, -2.0223, 3.9412], [-0.9331, -3.1256, 5.3512], [1.3714, -1.0348, 5.3327], [0.9685, -2.0318, 6.7270], [-0.2098, 0.7233, 4.5780], [-2.2848, 2.1087, 5.8991], [-1.2025, -1.3791, 8.1187], [-3.1445, -0.0641, 8.9594], [-3.9466, 0.9751, 7.7012], [-2.8267, 1.6266, 8.9297], [6.8643, 3.7914, 1.3476], [5.5521, 3.7615, 0.5836], [4.4555, 4.4954, 1.2159], [3.8103, 4.2387, 2.4029], [2.9844, 5.3300, 2.6081], [3.0759, 6.1629, 1.5134], [3.9768, 5.6390, 0.6808], [2.3619, 7.3757, 1.3412], [6.6763, 3.2971, 2.2962], [7.0734, 4.8318, 1.5367], [7.5993, 3.3349, 0.6956], [5.2759, 2.7274, 0.4618], [5.6920, 4.1397, -0.4162], [3.8835, 3.3351, 2.9905], [2.3238, 5.5912, 3.4144], [4.3268, 6.1642, -0.1812], [2.1628, 7.5163, 0.2733], [2.9421, 8.2226, 1.6800], [1.3855, 7.3866, 1.8119], [-8.7442, 5.9053, -5.4937], [-8.0347, 4.9959, -4.4900], [-6.5906, 5.1876, -4.5139], [-5.9379, 6.2834, -4.0005], [-4.5810, 6.1180, -4.2056], [-4.4443, 4.9164, -4.8107], [-5.6289, 4.3705, -4.9698], [-3.1835, 4.3363, -5.1392], [-8.5025, 5.7244, -6.5436], [-8.4744, 6.9514, -5.3135], [-9.8303, 5.8848, -5.4252], [-8.1940, 3.9473, -4.7432], [-8.4068, 5.1487, -3.4609], [-6.4393, 7.1521, -3.6124], [-3.7884, 6.7635, -3.9232], [-5.7923, 3.3904, -5.3935], [-2.8855, 4.6339, -6.1606], [-3.2654, 3.2547, -5.0890], [-2.4106, 4.6064, -4.4143], [4.0182, -3.1633, 5.3365], [3.7458, -3.1612, 3.8055], [3.0253, -4.3616, 3.4763], [2.2759, -4.6259, 2.3171], [1.8402, -5.9268, 2.4137], [2.2799, -6.4205, 3.6028], [3.0362, -5.5034, 4.2292], [2.1797, -7.7702, 4.1235], [4.4004, -2.1929, 5.6335], [4.7582, -3.9170, 5.6489], [3.1261, -3.3348, 5.9448], [4.6835, -3.1227, 3.2004], [3.1592, -2.2672, 3.4926], [2.1220, -3.8614, 1.5865], [1.1367, -6.4209, 1.7647], [3.5875, -5.5445, 5.1600], [2.4297, -8.4836, 3.3328], [1.1417, -7.9646, 4.4083], [2.8277, -7.7718, 5.0333], [2.4352, 2.0370, 5.1243], [1.6979, 3.2391, 5.6301], [2.3727, 4.4808, 5.7552], [0.9137, 2.8067, 6.7861], [0.6178, 3.1826, 4.3246], [3.7466, 1.2664, 5.3580], [3.5878, 0.1661, 6.3077], [4.9874, 1.9919, 5.2684], [3.7114, 0.3897, 3.8658], [-4.5257, 0.5223, 0.0810], [-5.0887, 0.4398, -1.3315], [-4.1607, -0.0474, -2.2343], [-5.8786, 1.5775, -1.6341], [-6.0931, -0.7685, -1.0637], [-3.2798, 1.1485, 0.8171], [-2.4972, 2.2018, 0.2002], [-2.5250, 0.1292, 1.4419], [-4.1845, 1.7594, 2.0576], [4.2379, -2.2162, 0.3818], [4.4495, -0.6778, 0.5254], [4.1712, -0.0135, -0.6939], [5.5258, -0.3308, 1.3166], [3.1793, -0.3605, 1.3668], [5.1988, -3.4530, -0.0142], [5.6526, -4.1662, 1.1386], [6.0612, -3.2588, -1.1308], [3.9795, -4.4072, -0.5712], [-0.8536, 0.5477, -6.2887], [0.3781, 1.0552, -6.5546], [-1.5283, 1.4857, -5.5455], [-1.5142, 0.3681, -7.4491], [-0.8241, -1.0477, -5.3053], [0.0195, -1.9117, -6.1614], [-0.1094, -0.6691, -4.0263], [-2.2192, -1.4671, -5.1342], [2.6987, 6.2729, -3.1984], [2.4780, 7.0840, -2.1013], [1.5255, 5.6993, -3.6117], [3.1231, 7.1814, -4.1613], [3.9862, 5.0228, -2.8117], [4.2550, 4.2818, -4.0050], [5.0945, 5.7662, -2.2531], [3.2738, 4.2164, -1.7912], [-2.8957, 6.0912, -1.0287], [-3.3381, 4.8339, -1.0397], [-2.3867, 6.4288, -2.2197], [-3.9469, 6.9291, -0.9183], [-1.4565, 6.5370, 0.2795], [-0.2358, 5.9441, -0.1205], [-1.5589, 7.9462, 0.3792], [-2.1363, 5.7901, 1.5861], [-1.3302, 5.0567, 2.6497], [-1.0955, 3.7204, 2.2057], [-0.2626, 5.7941, 3.2881], [-2.6369, 4.9383, 4.0591], [-3.2707, 6.1202, 4.2727], [-3.5763, 3.9793, 3.7437], [-2.0869, 4.5037, 5.1463], [-1.9559, -6.1527, 2.0616], [-1.2859, -5.7714, 3.1846], [-1.5626, -7.3670, 1.7636], [-3.2987, -6.2808, 2.2780], [-1.4397, -4.7473, 0.7239], [-1.5854, -3.5392, 1.4412], [-0.1182, -5.1697, 0.3440], [-2.5491, -4.9629, -0.4313], [-2.9476, -3.7422, -1.3265], [-3.9821, -2.9474, -0.6790], [-1.8842, -3.0858, -2.0630], [-3.9307, -4.6983, -2.6042], [-4.7761, -5.5477, -2.0035], [-4.7075, -3.9085, -3.3266], [-3.1925, -5.4214, -3.4834]],
  "lowdin_charge": [-0.05, -0.16, -0.04, -0.01, 0.00, -0.08, 0.06, -0.03, 0.08, 0.09, 0.06, 0.12, 0.12, 0.13, 0.13, 0.13, 0.06, 0.08, 0.11, -0.07, -0.17, -0.06, 0.00, 0.01, -0.07, 0.07, 0.01, 0.09, 0.08, 0.07, 0.14, 0.13, 0.13, 0.13, 0.15, 0.10, 0.10, 0.09, -0.05, -0.17, 0.00, 0.02, 0.00, -0.04, -0.02, -0.01, 0.07, 0.08, 0.06, 0.11, 0.09, 0.13, 0.12, 0.16, 0.07, 0.09, 0.06, -0.09, -0.15, 0.00, -0.02, -0.03, -0.04, 0.02, 0.01, 0.09, 0.09, 0.07, 0.13, 0.11, 0.12, 0.11, 0.09, 0.07, 0.07, 0.08, -0.03, -0.14, -0.05, 0.02, 0.03, -0.10, -0.01, 0.01, 0.06, 0.05, 0.08, 0.11, 0.13, 0.13, 0.14, 0.17, 0.10, 0.11, 0.11, -0.04, -0.17, -0.02, 0.02, 0.01, -0.06, -0.01, 0.00, 0.08, 0.08, 0.09, 0.11, 0.10, 0.12, 0.11, 0.14, 0.09, 0.10, 0.09, -0.06, -0.15, -0.04, 0.02, 0.01, -0.09, 0.00, 0.02, 0.08, 0.08, 0.08, 0.13, 0.14, 0.14, 0.12, 0.18, 0.12, 0.10, 0.08, -0.06, -0.15, -0.03, 0.02, -0.02, -0.10, 0.00, 0.02, 0.07, 0.08, 0.07, 0.13, 0.12, 0.11, 0.11, 0.15, 0.11, 0.10, 0.12, -0.35, 0.54, -0.23, -0.31, -0.24, 0.60, -0.32, -0.27, -0.28, -0.32, 0.41, -0.24, -0.28, -0.19, 0.57, -0.27, -0.32, -0.21, -0.32, 0.39, -0.28, -0.22, -0.17, 0.55, -0.28, -0.28, -0.23, -0.60, 0.10, 0.07, 0.12, 0.56, -0.37, -0.38, -0.29, -0.54, 0.07, 0.10, 0.08, 0.46, -0.30, -0.31, -0.36, -0.60, 0.14, 0.08, 0.11, 0.62, -0.29, -0.27, -0.30, 0.53, -0.31, -0.31, -0.62, 0.12, 0.07, 0.15, -0.58, 0.08, 0.15, 0.10, 0.60, -0.29, -0.31, -0.30, 0.60, -0.30, -0.28, -0.64, 0.11, 0.16, 0.12],
  "charge": 1,
  "orbital_gap_ha": 0.2873,
  "e_tot_ha": -12391.337994,
  "multiplicity": 1,
  "e_lumo_ev": -2.077
}

(2)
{
  "formula": "C3H9N3O",
  "method": "wB97M-V/def2-TZVPD",
  "symbols": ["C", "C", "C", "H", "H", "H", "H", "H", "H", "H", "H", "H", "N", "N", "N", "O"],
  "positions_angstrom": [[-1.8043, 1.4540, 1.2322], [-0.1261, 0.0698, 0.0605], [-0.1432, -1.2452, -1.7609], [-1.9334, 2.5785, 1.9580], [-2.7360, 0.8038, 1.7213], [-2.0583, 1.9701, 0.2407], [0.2646, 1.7985, 1.2779], [1.5002, -0.0301, 1.2694], [2.6776, -1.5925, -0.1930], [-0.9332, -1.5079, -2.6749], [0.7211, -0.7361, -2.0942], [0.1517, -2.0640, -1.0976], [-0.5357, 0.9434, 1.3505], [1.1278, -0.3156, 0.4045], [-0.8877, -0.3002, -0.8088], [2.1070, -0.6480, -0.5278]],
  "lowdin_charge": [-0.29, -0.46, -0.09, 0.14, 0.12, 0.07, 0.18, 0.11, 0.23, 0.13, 0.03, 0.07, -0.10, -0.05, 0.05, -0.13],
  "charge": 0,
  "orbital_gap_ha": 0.3416,
  "e_above_lowest_kcal_mol": 153.3,
  "e_tot_ha": -359.000110,
  "multiplicity": 1,
  "e_lumo_ev": 0.303
}

(3)
{
  "formula": "C8H15IN",
  "method": "wB97M-V/def2-TZVPD",
  "symbols": ["C", "C", "C", "C", "C", "C", "C", "C", "N", "I", "H", "H", "H", "H", "H", "H", "H", "H", "H", "H", "H", "H", "H", "H", "H"],
  "positions_angstrom": [[1.1119, 2.3009, -0.6771], [-0.0339, 2.2368, -0.0615], [-0.4013, 0.8943, 0.3694], [1.7609, 0.4445, -0.7108], [-0.9581, 3.4534, 0.2394], [-0.8701, -1.9520, 0.7371], [1.3733, -2.5324, -0.1597], [0.1698, -1.5210, -0.2645], [0.6485, -0.1269, 0.1913], [3.6397, 0.2188, 0.2383], [1.6099, 2.9586, -1.3265], [-0.6400, 0.8571, 1.4328], [-1.3568, 0.5515, -0.0213], [1.9044, 0.0483, -1.7455], [-0.8462, 3.8931, 1.1703], [-2.0797, 3.0950, 0.0681], [-0.5538, 4.1328, -0.5037], [-1.5353, -2.7026, 0.3390], [-0.2540, -2.4038, 1.5455], [-1.5166, -1.1938, 1.1125], [1.8144, -2.5007, 0.9062], [1.9363, -2.3809, -1.0866], [1.0180, -3.5217, -0.3053], [-0.1258, -1.3489, -1.2195], [1.0903, -0.3094, 1.1790]],
  "lowdin_charge": [0.10, -0.31, -0.14, -0.58, 0.01, -0.03, -0.05, -0.32, -0.14, 0.92, 0.09, 0.15, 0.14, 0.08, 0.05, 0.14, 0.08, 0.10, 0.11, 0.06, 0.11, 0.08, 0.07, 0.12, 0.17],
  "charge": 1,
  "orbital_gap_ha": 0.3612,
  "e_above_lowest_kcal_mol": 65.6,
  "e_tot_ha": -665.911485,
  "multiplicity": 1,
  "e_lumo_ev": -3.255
}

> What is the formula in the third record?

C8H15IN